(1)
Formula: C2H3N3O2
Source: the Open Molecules 2025 dataset
Level of theory: ωB97M-V/def2-TZVPD

## Properties
* spin multiplicity: 1
* SMILES string: O=c1ncn(O)[nH]1

Last column: Mulliken charge in e.
CARTESIAN COORDINATES (ANGSTROEM)
1 C 0.150 1.133 -0.023  -0.1333
2 C -1.572 -0.025 -0.096  0.4129
3 H 2.652 -0.287 0.501  0.4140
4 H 0.721 1.943 -0.172  0.4542
5 H -0.341 -1.987 -0.007  0.3099
6 N 0.647 -0.154 0.202  0.2821
7 N -1.061 1.318 -0.073  -0.4120
8 N -0.437 -0.846 -0.097  -0.2498
9 O 1.876 -0.491 -0.225  -0.4926
10 O -2.635 -0.606 -0.010  -0.5854

(2)
Formula: C17H37BrN5O6
Source: the Open Molecules 2025 dataset
Level of theory: ωB97M-V/def2-TZVPD

## Properties
* spin multiplicity: 1
* total charge: -1

Last column: Mulliken charge in e.
CARTESIAN COORDINATES (ANGSTROEM)
1 C -2.452 6.316 3.119  -1.1917
2 C -1.407 5.284 3.580  0.1251
3 Br 0.195 6.248 4.173  -0.2071
4 C -1.025 4.318 2.467  -1.7743
5 C -0.654 2.895 2.898  1.3363
6 N -1.909 2.124 3.104  -0.8914
7 C 0.183 2.789 4.187  0.2078
8 O 1.323 2.256 4.065  -0.7461
9 O -0.353 3.179 5.256  -0.7229
10 H -3.414 6.061 3.547  0.2935
11 H -2.167 7.289 3.486  0.3702
12 H -2.559 6.335 2.041  0.2965
13 H -1.818 4.723 4.402  0.4836
14 H -1.878 4.215 1.802  0.3976
15 H -0.210 4.742 1.888  0.4901
16 H -0.071 2.451 2.111  -0.1031
17 H -1.753 1.193 2.738  0.3108
18 H -2.013 2.003 4.107  0.3246
19 C 0.351 -0.171 -0.190  0.1198
20 O -0.185 0.915 -0.041  -0.6430
21 N 1.374 -0.630 0.531  0.3122
22 C 1.968 -1.925 0.277  -1.2203
23 C 1.921 0.196 1.608  -0.9491
24 H 0.023 -0.885 -0.970  0.2619
25 H 1.883 -2.549 1.165  0.5353
26 H 3.022 -1.796 0.019  0.3268
27 H 1.461 -2.419 -0.551  0.3198
28 H 1.159 0.419 2.352  0.3340
29 H 2.279 1.141 1.202  0.2544
30 H 2.744 -0.331 2.084  0.3844
31 C 1.639 -5.552 2.068  0.1279
32 O 1.090 -4.484 2.237  -0.5903
33 N 2.680 -5.996 2.798  0.1083
34 C 3.302 -7.280 2.555  -0.9251
35 C 3.190 -5.146 3.864  -0.9181
36 H 1.324 -6.262 1.283  0.2861
37 H 3.229 -7.907 3.447  0.3335
38 H 4.356 -7.145 2.302  0.3388
39 H 2.805 -7.785 1.730  0.2887
40 H 2.402 -4.948 4.591  0.3011
41 H 3.521 -4.192 3.455  0.2744
42 H 4.024 -5.640 4.356  0.3754
43 C 2.221 0.484 -3.938  0.0981
44 O 2.657 0.314 -2.814  -0.5626
45 N 1.130 1.200 -4.247  0.2189
46 C 0.655 1.343 -5.612  -0.7565
47 C 0.377 1.853 -3.182  -0.6448
48 H 2.703 0.035 -4.826  0.2400
49 H 0.648 2.398 -5.895  0.2930
50 H -0.359 0.946 -5.672  0.2540
51 H 1.301 0.797 -6.297  0.2933
52 H 1.011 2.561 -2.650  0.3694
53 H 0.029 1.114 -2.464  -0.2005
54 H -0.474 2.375 -3.612  0.4191
55 C -2.966 -0.805 -5.575  0.1050
56 O -2.325 0.098 -6.081  -0.6244
57 N -3.414 -0.805 -4.311  0.1516
58 C -4.173 -1.911 -3.762  -0.9303
59 C -3.123 0.344 -3.464  -0.7998
60 H -3.231 -1.721 -6.131  0.2589
61 H -5.157 -1.565 -3.437  0.3336
62 H -3.647 -2.336 -2.905  0.3244
63 H -4.304 -2.685 -4.515  0.2991
64 H -3.543 1.248 -3.906  0.3106
65 H -2.046 0.478 -3.373  0.0976
66 H -3.549 0.190 -2.477  0.4160

(3)
Formula: C2HBr2ClF2
Source: the Open Molecules 2025 dataset
Level of theory: ωB97M-V/def2-TZVPD

## Properties
* spin multiplicity: 1

Last column: Mulliken charge in e.
CARTESIAN COORDINATES (ANGSTROEM)
1 C 0.065 0.154 0.848  -0.0751
2 C -2.661 0.033 -0.345  0.1554
3 F -0.098 -0.465 1.951  -0.1631
4 F -1.979 -0.224 -1.510  -0.1689
5 Cl -0.069 1.855 0.845  -0.1129
6 Br -3.362 1.738 -0.235  0.0035
7 Br -3.588 -1.386 0.470  -0.0305
8 H 0.506 -0.301 -0.041  0.3915

(4)
Formula: C20H29N7O3
Source: the Open Molecules 2025 dataset
Level of theory: ωB97M-V/def2-TZVPD

## Properties
* spin multiplicity: 1
* SMILES string: CN1CCN(C(=O)CCc2nnc3ccc(N4CCC5(CC4)OCCO5)nn23)CC1

Last column: Mulliken charge in e.
CARTESIAN COORDINATES (ANGSTROEM)
1 C -1.312 1.898 -8.079  -1.0804
2 N -0.948 2.582 -6.859  -0.1179
3 C 0.245 2.017 -6.255  -0.6552
4 C 0.656 2.864 -5.047  -0.8772
5 N -0.426 2.905 -4.094  0.0897
6 C -0.468 2.321 -2.874  0.7334
7 O -1.487 2.315 -2.205  -0.6973
8 C 0.828 1.705 -2.373  -0.7795
9 C 0.654 1.165 -0.958  -0.1181
10 C 1.897 0.513 -0.484  0.4429
11 N 3.032 0.392 -1.135  -0.2450
12 N 3.914 -0.259 -0.381  -1.0711
13 C 3.325 -0.552 0.759  0.6202
14 C 3.738 -1.211 1.934  -0.9249
15 C 2.839 -1.334 2.944  -0.2581
16 C 1.507 -0.806 2.801  0.7664
17 N 1.120 -0.193 1.703  -1.0299
18 N 2.025 -0.072 0.734  0.6245
19 N 0.612 -0.835 3.831  0.0194
20 C 0.589 -1.895 4.814  -1.1057
21 H 1.596 -2.231 5.054  0.3857
22 C -0.253 -3.073 4.316  -0.7779
23 H -0.309 -3.849 5.080  0.5168
24 H 0.178 -3.501 3.410  0.2064
25 C -1.674 -2.604 3.990  1.0814
26 C -1.627 -1.411 3.017  -0.7770
27 H -2.632 -1.019 2.863  0.4571
28 H -1.238 -1.759 2.059  0.3101
29 C -0.720 -0.319 3.585  -1.0184
30 H -0.649 0.515 2.889  0.4843
31 H -1.123 0.026 4.541  0.4402
32 O -2.407 -3.684 3.451  -0.5687
33 C -3.758 -3.508 3.817  -0.4649
34 H -4.169 -4.489 4.061  0.3342
35 C -3.707 -2.556 5.031  -0.3889
36 H -4.286 -1.642 4.851  0.2628
37 O -2.339 -2.254 5.191  -0.4433
38 H -4.056 -3.027 5.952  0.3180
39 H -4.329 -3.072 2.988  0.2667
40 H 0.132 -1.494 5.722  0.4254
41 H 3.129 -1.812 3.863  0.2947
42 H 4.745 -1.588 2.001  0.4463
43 H 0.383 1.976 -0.276  0.2884
44 H -0.169 0.446 -0.928  0.2885
45 H 1.624 2.451 -2.377  0.3797
46 H 1.131 0.888 -3.030  0.3509
47 C -1.639 3.431 -4.683  -1.0111
48 C -2.035 2.592 -5.896  -0.6262
49 H -2.916 3.030 -6.371  0.4700
50 H -2.291 1.570 -5.562  0.3380
51 H -2.422 3.406 -3.924  0.4211
52 H -1.460 4.464 -4.998  0.3536
53 H 1.563 2.463 -4.601  0.5011
54 H 0.849 3.887 -5.389  0.2493
55 H 1.048 2.026 -6.996  0.4832
56 H 0.082 0.973 -5.929  0.3342
57 H -2.179 2.390 -8.517  0.3392
58 H -0.484 1.961 -8.784  0.3335
59 H -1.556 0.836 -7.918  0.3797

(5)
Formula: C6H13N2S
Source: the Open Molecules 2025 dataset
Level of theory: ωB97M-V/def2-TZVPD

## Properties
* spin multiplicity: 1
* total charge: +1

Last column: Mulliken charge in e.
CARTESIAN COORDINATES (ANGSTROEM)
1 C -2.162 -0.313 -0.553  -0.5183
2 C -0.950 0.292 -1.277  -0.3058
3 C 2.393 -0.885 0.496  -0.5254
4 C -2.298 0.466 0.806  -0.7536
5 C 2.515 0.352 -0.466  -0.7602
6 C -0.103 0.571 -0.093  -0.2383
7 N 1.169 -1.547 0.615  -0.4755
8 N -0.857 0.642 1.151  0.0643
9 S 1.230 1.606 -0.119  -0.1191
10 H -3.099 -0.201 -1.242  0.3436
11 H -2.044 -1.393 -0.186  0.2827
12 H -0.666 -0.478 -2.074  0.2654
13 H -0.973 1.302 -1.904  0.2958
14 H 3.202 -1.503 0.086  0.3972
15 H 2.843 -0.458 1.366  0.3908
16 H -2.735 1.378 0.639  0.3716
17 H -2.843 -0.108 1.624  0.3411
18 H 3.417 0.780 -0.363  0.5606
19 H 2.418 -0.044 -1.577  0.2974
20 H 0.935 -1.874 -0.326  0.2586
21 H -0.780 1.527 1.739  0.4311
22 H -0.613 -0.114 1.657  0.3957

(6)
Formula: C42H102O27S4
Source: the Open Molecules 2025 dataset
Level of theory: ωB97M-V/def2-TZVPD

## Properties
* spin multiplicity: 1
* SMILES string: CCOS(C)(=O)=O.CCOS(C)(=O)=O.CCOS(C)(=O)=O.CCOS(C)(=O)=O.COCCOCCOC.COCCOCCOC.COCCOCCOC.COCCOCCOC.COCCOCCOC

Last column: Mulliken charge in e.
CARTESIAN COORDINATES (ANGSTROEM)
1 O 10.550 -1.996 -9.841  -0.5757
2 S 10.470 -1.160 -11.043  1.1662
3 O 9.731 0.078 -11.187  -0.5917
4 O 12.036 -0.789 -11.455  -0.3144
5 C 12.350 -0.005 -12.601  -0.0661
6 C 13.600 -0.456 -13.303  -1.1518
7 C 9.896 -2.161 -12.505  -0.9162
8 H 12.410 1.051 -12.340  0.2916
9 H 11.539 -0.002 -13.330  0.2213
10 H 13.406 -1.406 -13.802  0.2895
11 H 14.367 -0.638 -12.551  0.2943
12 H 14.008 0.282 -13.994  0.3411
13 H 8.905 -2.536 -12.248  0.3737
14 H 10.532 -3.046 -12.508  0.3224
15 H 9.859 -1.593 -13.434  0.3151
16 O 3.284 1.014 -17.887  -0.6028
17 S 4.141 0.400 -18.933  1.0952
18 O 4.387 1.092 -20.182  -0.5808
19 O 5.562 0.038 -18.167  -0.2903
20 C 6.721 0.174 -18.965  -0.1226
21 C 7.840 -0.357 -18.148  -1.2739
22 C 3.610 -1.391 -19.121  -0.8291
23 H 6.877 1.227 -19.202  0.3237
24 H 6.708 -0.385 -19.901  0.3365
25 H 7.931 0.243 -17.242  0.2976
26 H 8.780 -0.293 -18.696  0.3957
27 H 7.662 -1.401 -17.891  0.3109
28 H 4.542 -1.943 -19.247  0.3039
29 H 3.046 -1.442 -20.052  0.3281
30 H 2.986 -1.669 -18.272  0.3072
31 O 10.525 18.115 -19.169  -0.6000
32 S 11.093 17.084 -20.060  1.1285
33 O 12.073 17.374 -21.155  -0.6025
34 O 11.817 16.032 -19.044  -0.3122
35 C 12.803 15.165 -19.618  -0.2111
36 C 12.858 13.937 -18.668  -1.1278
37 C 9.765 15.996 -20.686  -0.8309
38 H 13.753 15.688 -19.726  0.2987
39 H 12.494 14.877 -20.623  0.3654
40 H 12.104 13.232 -19.019  0.2648
41 H 12.612 14.100 -17.619  0.3050
42 H 13.755 13.325 -18.765  0.3549
43 H 10.269 15.160 -21.169  0.2842
44 H 9.302 16.606 -21.461  0.3766
45 H 9.093 15.721 -19.872  0.3070
46 O 7.193 11.489 -19.589  -0.5696
47 S 6.016 10.702 -19.962  1.0689
48 O 5.844 10.321 -21.362  -0.5970
49 O 5.965 9.325 -18.995  -0.2992
50 C 5.381 8.144 -19.538  -0.0805
51 C 5.497 6.985 -18.525  -1.2227
52 C 4.471 11.476 -19.449  -0.8669
53 H 5.891 7.934 -20.478  0.3271
54 H 4.341 8.453 -19.646  0.2615
55 H 6.542 6.692 -18.425  0.2845
56 H 4.914 6.100 -18.780  0.3921
57 H 5.082 7.265 -17.557  0.3168
58 H 3.676 10.748 -19.617  0.3008
59 H 4.343 12.472 -19.873  0.3446
60 H 4.477 11.518 -18.360  0.3384
61 C 15.758 -0.478 -20.092  -0.6384
62 O 16.955 0.238 -19.577  -0.4100
63 C 17.309 1.360 -20.408  -0.3990
64 C 18.190 0.847 -21.476  -0.7014
65 O 17.404 0.465 -22.628  -0.1285
66 C 18.235 0.070 -23.728  -0.4745
67 C 17.516 -0.247 -25.046  -0.6410
68 O 16.950 0.951 -25.634  -0.3557
69 C 15.694 1.305 -25.074  -0.6087
70 H 15.430 -1.307 -19.465  0.3228
71 H 15.841 -0.827 -21.121  0.1998
72 H 14.854 0.130 -20.125  0.2595
73 H 18.037 1.992 -19.899  0.3167
74 H 16.406 1.856 -20.766  0.2781
75 H 18.748 -0.041 -21.179  0.4094
76 H 18.996 1.565 -21.630  0.4571
77 H 18.636 -0.898 -23.428  0.3494
78 H 19.065 0.740 -23.953  0.3129
79 H 16.753 -1.013 -24.907  0.3486
80 H 18.273 -0.586 -25.754  0.3443
81 H 15.554 2.325 -25.435  0.2714
82 H 15.596 1.396 -23.992  0.1926
83 H 14.899 0.582 -25.255  0.2961
84 C 15.306 6.488 -19.923  -0.7449
85 O 14.801 6.283 -18.645  -0.1673
86 C 14.859 7.478 -17.827  -0.5429
87 C 14.301 7.274 -16.411  -0.5174
88 O 12.882 7.137 -16.394  -0.4442
89 C 12.200 6.219 -17.194  -0.4889
90 C 12.519 4.782 -16.862  -0.4178
91 O 12.109 4.447 -15.501  -0.3177
92 C 10.755 4.742 -15.038  -0.7288
93 H 14.662 7.195 -20.446  0.2521
94 H 15.091 5.530 -20.397  0.2547
95 H 16.370 6.721 -19.966  0.2806
96 H 14.369 8.359 -18.241  0.3476
97 H 15.933 7.616 -17.699  0.4390
98 H 14.543 8.130 -15.781  0.2901
99 H 14.715 6.403 -15.901  0.3555
100 H 12.413 6.435 -18.240  0.2378
101 H 11.149 6.332 -16.927  0.4456
102 H 13.547 4.520 -17.114  0.2709
103 H 11.865 4.123 -17.434  0.3814
104 H 10.625 5.813 -14.883  0.2612
105 H 10.588 4.290 -14.060  0.2311
106 H 9.981 4.391 -15.720  0.3240
107 C 17.845 10.026 -10.665  -0.8161
108 O 17.751 9.415 -11.940  -0.2534
109 C 18.688 9.868 -12.832  -0.6017
110 C 19.552 8.619 -13.304  -0.3166
111 O 20.540 8.956 -14.340  -0.3952
112 C 21.692 8.067 -14.460  -0.4888
113 C 22.734 8.140 -13.231  -0.4696
114 O 23.375 9.460 -13.163  -0.4041
115 C 22.489 10.513 -12.785  -0.5425
116 H 17.051 9.736 -9.976  0.2649
117 H 17.636 11.095 -10.682  0.3460
118 H 18.822 9.958 -10.186  0.3342
119 H 19.345 10.666 -12.484  0.3188
120 H 18.163 10.353 -13.655  0.3072
121 H 18.952 7.759 -13.603  0.3950
122 H 20.152 8.236 -12.478  0.1997
123 H 22.270 8.405 -15.321  0.2906
124 H 21.373 7.049 -14.684  0.3835
125 H 23.522 7.390 -13.297  0.3840
126 H 22.272 7.854 -12.287  0.3164
127 H 23.129 11.300 -12.385  0.3335
128 H 21.762 10.178 -12.045  0.1739
129 H 21.886 10.956 -13.578  0.2380
130 C 11.878 6.184 -9.405  -0.7824
131 O 11.533 7.390 -10.026  -0.3256
132 C 12.579 7.967 -10.761  -0.7416
133 C 12.241 9.294 -11.427  -0.1840
134 O 11.688 10.140 -10.373  -0.2977
135 C 11.342 11.524 -10.813  -0.6789
136 C 12.609 12.338 -11.112  -0.4309
137 O 13.403 12.801 -10.031  -0.3528
138 C 14.118 13.925 -10.570  -0.7696
139 H 11.066 5.554 -9.043  0.2782
140 H 12.569 6.333 -8.575  0.3251
141 H 12.434 5.533 -10.080  0.2828
142 H 12.986 7.250 -11.474  0.4413
143 H 13.294 8.289 -10.005  0.3160
144 H 11.539 9.065 -12.229  0.3032
145 H 13.169 9.709 -11.820  0.2271
146 H 10.858 12.210 -10.118  0.3416
147 H 10.690 11.608 -11.683  0.3728
148 H 12.309 13.088 -11.844  0.4056
149 H 13.259 11.757 -11.767  0.3841
150 H 15.194 13.795 -10.462  0.2601
151 H 13.796 14.825 -10.047  0.2656
152 H 14.158 14.013 -11.656  0.3635
153 C 12.520 10.601 -24.655  -0.7803
154 O 12.162 9.343 -24.105  -0.2679
155 C 11.037 9.459 -23.256  -0.5698
156 C 10.922 8.173 -22.427  -0.4050
157 O 10.480 6.991 -23.105  -0.2977
158 C 11.319 6.501 -24.169  -0.2642
159 C 10.628 5.344 -24.891  -0.6160
160 O 10.746 4.179 -24.088  -0.2688
161 C 9.808 3.125 -24.390  -0.7659
162 H 13.198 11.098 -23.961  0.2570
163 H 11.620 11.213 -24.718  0.3413
164 H 12.966 10.497 -25.644  0.2379
165 H 10.100 9.660 -23.776  0.3282
166 H 11.121 10.260 -22.522  0.4839
167 H 10.165 8.343 -21.661  0.4033
168 H 11.851 8.118 -21.858  0.0950
169 H 12.230 6.181 -23.663  0.2417
170 H 11.586 7.282 -24.881  0.3166
171 H 11.025 5.238 -25.901  0.3627
172 H 9.569 5.570 -25.020  0.3189
173 H 10.138 2.191 -23.936  0.2423
174 H 9.839 2.929 -25.462  0.3134
175 H 8.795 3.386 -24.085  0.2912

no.,E_tot (eV)
1,-10683.682
2,-108008.966
3,-160128.415
4,-37783.211
5,-20237.021
6,-143814.710